Record 1
ORCA calculation (ωB97M-V/def2-TZVPD) on a structure of composition C16H15BrCl2CoO3.

```
! RIJCOSX wB97M-V def2-TZVPD def2/J DEFGRID3
* xyz 1 1
Co 0.38 -0.41 1.49
C -3.05 4.20 -1.95
O -3.35 2.89 -2.45
C -2.79 1.84 -1.87
C -3.15 0.59 -2.42
C -2.64 -0.55 -1.91
C -1.72 -0.54 -0.81
C -1.24 -1.75 -0.27
C -1.64 -3.11 -0.74
O -0.41 -1.82 0.71
C -1.36 0.74 -0.27
O -0.53 0.90 0.73
C -1.90 1.91 -0.81
H -3.62 4.88 -2.57
H -1.98 4.41 -2.06
H -3.35 4.29 -0.91
H -3.84 0.57 -3.26
H -2.93 -1.49 -2.34
H -2.39 -3.12 -1.52
H -2.02 -3.68 0.12
H -0.74 -3.62 -1.09
H -1.60 2.85 -0.37
Cl 0.39 -0.78 3.92
C 1.54 -0.87 5.34
Cl 3.20 -0.91 4.82
H 1.27 -1.79 5.85
H 1.33 0.02 5.92
Br 6.20 -0.61 -1.25
C 4.46 -0.55 -0.52
C 3.57 0.41 -0.98
C 2.28 0.46 -0.46
C 1.94 -0.44 0.53
C 2.82 -1.42 0.98
C 4.10 -1.46 0.45
H 3.87 1.11 -1.75
H 1.58 1.21 -0.81
H 2.53 -2.14 1.74
H 4.81 -2.20 0.79
*
```

Calculated values
Total energy, Eh: -5721.28184
HOMO (spin up / spin down), eV: -11.73 / -11.77
Energy relative to the best compared isomer or geometry (same formula, charge and spin), eV: 0.654
Gap between HOMO and LUMO (spin up / spin down), eV: 7.63 / 7.66

Record 2
ORCA calculation (ωB97M-V/def2-TZVPD) on a cluster of 2 separate species, CH4ClN2P in total.

```
! RIJCOSX wB97M-V def2-TZVPD def2/J DEFGRID3
* xyz 0 1
C 1.46 -0.88 -0.87
N 0.60 0.00 -0.09
N -0.46 -0.31 0.31
P -1.55 1.67 1.24
Cl -2.84 0.59 2.19
H 2.42 -0.50 -0.44
H 1.32 -0.43 -1.77
H 1.18 -1.95 -0.59
H -2.13 1.81 0.02
*
```

Calculated values
Total energy, Eh: -951.44528
HOMO (spin up / spin down), eV: -7.93 / -7.37
Energy relative to the best compared isomer or geometry (same formula, charge and spin), eV: 1.394
Gap between HOMO and LUMO (spin up / spin down), eV: 7.82 / 7.26

Record 3
ORCA calculation (ωB97M-V/def2-TZVPD) on an isolated molecule of C5H8O2.

```
! RIJCOSX wB97M-V def2-TZVPD def2/J DEFGRID3
* xyz 0 1
C -1.89 -0.24 -0.20
C -0.73 0.70 0.03
O -0.25 0.67 1.41
C 1.10 0.44 0.99
C 1.11 -0.93 0.34
C 0.66 0.30 -0.42
O 1.24 0.72 -1.59
H -1.55 -1.28 -0.27
H -2.58 -0.16 0.64
H -2.44 0.01 -1.12
H -0.96 1.73 -0.28
H 1.87 0.96 1.55
H 1.93 -1.44 -0.16
H 0.49 -1.65 0.86
H 2.01 0.16 -1.76
*
```

Calculated values
Total energy, Eh: -345.70131
SMILES string: C[C@H]1O[C@H]2C[C@]21O
HOMO, eV: -9.11
Energy relative to the best compared isomer or geometry (same formula, charge and spin), eV: 2.820
Gap between HOMO and LUMO, eV: 9.92

Record 4
ORCA calculation (ωB97M-V/def2-TZVPD) on an isolated molecule of C8H11O2P.

```
! RIJCOSX wB97M-V def2-TZVPD def2/J DEFGRID3
* xyz 0 1
C -1.36 -3.17 -0.80
C -0.99 -2.14 -0.29
C -0.98 -0.82 0.28
C -2.32 -0.15 0.39
C -2.59 0.79 1.27
P -1.49 1.61 2.61
O -1.91 3.07 2.58
C 0.28 -0.04 -0.16
C 1.58 -0.85 0.02
O 0.28 1.08 0.70
C 1.12 2.23 0.42
H -1.62 -4.07 -1.25
H -0.71 -1.13 1.34
H -3.04 -0.42 -0.34
H -3.56 1.44 1.14
H 0.25 0.33 -1.23
H 1.91 -0.50 0.95
H 2.28 -0.70 -0.76
H 1.44 -1.94 0.09
H 1.43 2.18 -0.58
H 1.90 2.34 1.07
H 0.44 3.02 0.68
*
```

Calculated values
Total energy, Eh: -803.11616
SMILES string: C#C[C@H](/C=C\P=O)[C@H](C)OC
HOMO, eV: -9.04
Energy relative to the best compared isomer or geometry (same formula, charge and spin), eV: 2.953
Gap between HOMO and LUMO, eV: 8.76

Copy entry 1 word for word.
ORCA calculation (ωB97M-V/def2-TZVPD) on a structure of composition C16H15BrCl2CoO3.

```
! RIJCOSX wB97M-V def2-TZVPD def2/J DEFGRID3
* xyz 1 1
Co 0.38 -0.41 1.49
C -3.05 4.20 -1.95
O -3.35 2.89 -2.45
C -2.79 1.84 -1.87
C -3.15 0.59 -2.42
C -2.64 -0.55 -1.91
C -1.72 -0.54 -0.81
C -1.24 -1.75 -0.27
C -1.64 -3.11 -0.74
O -0.41 -1.82 0.71
C -1.36 0.74 -0.27
O -0.53 0.90 0.73
C -1.90 1.91 -0.81
H -3.62 4.88 -2.57
H -1.98 4.41 -2.06
H -3.35 4.29 -0.91
H -3.84 0.57 -3.26
H -2.93 -1.49 -2.34
H -2.39 -3.12 -1.52
H -2.02 -3.68 0.12
H -0.74 -3.62 -1.09
H -1.60 2.85 -0.37
Cl 0.39 -0.78 3.92
C 1.54 -0.87 5.34
Cl 3.20 -0.91 4.82
H 1.27 -1.79 5.85
H 1.33 0.02 5.92
Br 6.20 -0.61 -1.25
C 4.46 -0.55 -0.52
C 3.57 0.41 -0.98
C 2.28 0.46 -0.46
C 1.94 -0.44 0.53
C 2.82 -1.42 0.98
C 4.10 -1.46 0.45
H 3.87 1.11 -1.75
H 1.58 1.21 -0.81
H 2.53 -2.14 1.74
H 4.81 -2.20 0.79
*
```

Calculated values
Total energy, Eh: -5721.28184
HOMO (spin up / spin down), eV: -11.73 / -11.77
Energy relative to the best compared isomer or geometry (same formula, charge and spin), eV: 0.654
Gap between HOMO and LUMO (spin up / spin down), eV: 7.63 / 7.66